No. 1
An isolated ion of composition C5H6NS and charge +1 in a non-equilibrium geometry. Source: OMol25; level of theory: ωB97M-V with the def2-TZVPD basis set.

SMILES: C#[N+]S[C@@H]1C=C1C
ΔE to the lowest compared entry with this formula, charge and spin (kJ/mol): 379.6
Charge: +1

Positions of all 13 atoms, in Å:
C: -0.110 -0.252 -0.129
C: -3.711 -0.735 -0.428
C: 1.240 0.203 0.203
C: 0.503 -0.420 1.158
C: 2.529 0.669 -0.268
N: -2.784 -0.045 -0.277
S: -1.738 1.109 -0.278
H: -0.569 -0.959 -0.835
H: -4.583 -1.404 -0.222
H: 0.435 -0.590 2.229
H: 2.538 1.287 -1.107
H: 3.364 -0.093 -0.618
H: 2.887 1.228 0.572

Here are the natural (NBO) charges for atoms 1 to 5, given in e: -0.204, 0.320, 0.125, -0.128, -0.697

***

No. 2
One molecule with the formula C6H10O2 in a non-equilibrium geometry. Source: OMol25; level of theory: ωB97M-V with the def2-TZVPD basis set.

SMILES: C1=C\OCCOCC/1
ΔE to the lowest compared entry with this formula, charge and spin (kJ/mol): 660.1
Charge: 0

Positions of all 18 atoms, in Å:
C: 0.899 0.628 0.299
C: 0.584 1.058 1.721
C: -0.921 -0.762 1.185
C: -0.993 -1.052 -0.165
C: 0.001 -0.802 -1.310
C: 0.115 0.642 -1.794
H: -0.170 0.640 0.118
H: 1.395 -0.290 0.381
H: 1.334 1.065 2.590
H: -0.097 1.978 2.029
H: -1.496 -1.546 1.892
H: -1.710 -1.885 -0.263
H: -0.246 -1.449 -2.224
H: 0.829 -1.393 -1.156
H: 0.597 0.547 -2.750
H: -0.876 1.138 -1.573
O: -0.320 0.002 2.005
O: 1.074 1.479 -0.983

Here are the natural (NBO) charges for atoms 1 to 5, given in e: -0.157, -0.094, 0.170, -0.401, -0.492

***

No. 3
C47H45N4O8P2S2Ta as an isolated structure in a non-equilibrium geometry. Source: OMol25; level of theory: ωB97M-V with the def2-TZVPD basis set.

ΔE to the lowest compared entry with this formula, charge and spin (kJ/mol): 29.0
Charge: +2

Positions of all 109 atoms, in Å:
Ta: 0.159 0.130 0.385
C: 3.216 1.106 2.174
C: 2.485 2.425 1.957
P: 1.643 2.407 0.330
C: 2.991 2.732 -0.848
C: 3.461 1.839 -1.807
C: 4.513 2.203 -2.639
C: 5.101 3.449 -2.518
C: 4.636 4.347 -1.567
C: 3.587 3.994 -0.739
C: 0.595 3.877 0.293
C: -0.251 4.062 -0.800
C: -1.042 5.193 -0.881
C: -0.999 6.144 0.131
C: -0.162 5.967 1.221
C: 0.638 4.835 1.305
P: 2.182 -0.416 2.081
C: 3.413 -1.662 1.622
C: 4.067 -1.512 0.397
C: 5.054 -2.404 0.021
C: 5.396 -3.455 0.863
C: 4.761 -3.599 2.085
C: 3.776 -2.702 2.473
C: 1.576 -0.772 3.743
C: 1.651 0.182 4.760
C: 1.159 -0.108 6.024
C: 0.596 -1.348 6.283
C: 0.520 -2.302 5.279
C: 0.997 -2.015 4.010
H: 3.741 1.091 3.135
H: 3.983 0.968 1.400
H: 3.211 3.245 1.953
H: 1.748 2.612 2.739
H: 3.025 0.866 -1.922
H: 4.865 1.506 -3.385
H: 5.917 3.729 -3.168
H: 5.085 5.324 -1.477
H: 3.218 4.716 -0.023
H: -0.295 3.323 -1.593
H: -1.692 5.335 -1.730
H: -1.617 7.027 0.066
H: -0.121 6.712 2.001
H: 1.292 4.717 2.155
H: 3.810 -0.699 -0.269
H: 5.559 -2.279 -0.925
H: 6.170 -4.149 0.572
H: 5.041 -4.402 2.751
H: 3.307 -2.814 3.438
H: 2.092 1.150 4.579
H: 1.216 0.633 6.809
H: 0.203 -1.563 7.265
H: 0.085 -3.269 5.482
H: 0.932 -2.765 3.231
C: -4.137 -0.409 0.959
N: -3.543 -1.575 0.325
C: -4.146 -2.362 -0.626
C: -3.249 -3.303 -0.997
N: -2.101 -3.074 -0.266
C: -2.310 -2.027 0.550
S: -1.284 -1.373 1.783
C: -0.909 -3.855 -0.357
C: -1.009 -5.232 -0.485
C: 0.175 -5.941 -0.621
C: 1.377 -5.247 -0.613
C: 1.350 -3.869 -0.481
N: 0.220 -3.168 -0.358
H: -5.129 -0.279 0.538
H: -3.522 0.463 0.739
H: -4.209 -0.562 2.034
H: -5.141 -2.172 -0.971
H: -3.302 -4.059 -1.755
H: -1.962 -5.736 -0.456
H: 0.152 -7.016 -0.724
H: 2.321 -5.759 -0.717
H: 2.266 -3.297 -0.489
O: 1.756 -1.353 -2.986
C: 1.012 -0.931 -2.166
O: 1.418 -0.398 -0.972
C: -0.537 -0.953 -2.207
O: -1.177 -1.530 -3.025
O: -1.024 -0.305 -1.135
C: -8.199 -1.413 3.008
C: -6.932 -0.890 3.616
C: -6.708 0.482 3.713
C: -5.571 0.977 4.329
C: -4.635 0.090 4.843
C: -4.829 -1.279 4.749
C: -5.980 -1.759 4.137
S: -3.203 0.715 5.667
O: -3.574 1.936 6.314
O: -2.599 -0.379 6.371
N: -2.143 1.099 4.463
C: -1.845 2.479 4.128
C: -2.044 2.717 2.631
C: -1.172 1.844 1.810
O: -1.411 1.587 0.585
O: -0.153 1.260 2.282
H: -8.549 -0.773 2.201
H: -8.989 -1.449 3.757
H: -8.069 -2.423 2.624
H: -7.452 1.170 3.336
H: -5.435 2.040 4.458
H: -4.109 -1.951 5.186
H: -6.153 -2.825 4.092
H: -1.352 0.475 4.481
H: -0.829 2.729 4.443
H: -2.519 3.129 4.689
H: -1.854 3.754 2.330
H: -3.073 2.492 2.342

Here are the Mulliken charges for atoms 1 to 5, given in e: 1.413, -2.201, -0.963, 0.603, 1.136

***

No. 4
CI3OP as an isolated structure in a non-equilibrium geometry. Source: OMol25; level of theory: ωB97M-V with the def2-TZVPD basis set.

ΔE to the lowest compared entry with this formula, charge and spin (kJ/mol): 213.1
Charge: 0

Positions of all 6 atoms, in Å:
C: 1.460 1.001 -0.153
O: -3.350 1.208 0.972
P: -2.295 0.405 0.400
I: -2.060 1.078 -1.854
I: 2.835 0.474 -1.575
I: 2.104 1.364 1.788

Here are the natural (NBO) charges for atoms 1 to 5, given in e: -0.533, -0.985, 1.181, -0.187, 0.279

***

| no. | HOMO (eV) |
| --- | --- |
| 1 | -13.51 |
| 2 | -8.41 |
| 3 | -13.38 |
| 4 | -8.81 |